Record 1
Formula: C27H45Cl2OPSSc
Source: the Open Molecules 2025 dataset
Level of theory: ωB97M-V/def2-TZVPD

The molar mass comes out at 564.56 g/mol. The calculation puts the HOMO-LUMO gap at 3.59 eV. As for the lowest unoccupied orbital energy: 1.740 eV. As for the total energy: -3551.796785 a.u. As for the total charge: -1. As for the energy above the lowest of the compared OMol25 structures with the same formula, charge and spin: 190.3 kJ/mol. The HOMO energy is -1.851 eV.

Geometry as XYZ:
```
78
Properties=species:S:1:pos:R:3:forces:R:3:lowdin_charge:R:1
P -1.0224 -0.3009 -1.1435 1.9 -1.1 4.0 1.05
C 0.3585 -0.3407 -2.3292 -0.7 0.0 -0.7 -0.46
C -0.2094 -0.4169 -3.7443 0.9 0.0 -0.7 -0.23
C 0.9299 -0.6136 -4.7526 -0.1 -0.1 0.0 -0.21
C 2.0364 0.4423 -4.6093 -0.1 0.0 0.0 -0.21
C 2.5322 0.6259 -3.1649 -0.1 -0.2 0.1 -0.20
C 1.3849 0.7923 -2.1576 -0.1 0.0 -0.2 -0.20
C -1.6880 1.3432 -0.7051 -0.2 -0.4 -1.1 -0.46
C -2.3087 1.9113 -1.9764 -0.6 1.1 0.5 -0.24
C -3.1133 3.1563 -1.5929 -0.1 -0.1 -0.3 -0.22
C -2.2632 4.1805 -0.8320 0.0 0.0 -0.1 -0.21
C -1.4816 3.5910 0.3518 -0.1 -0.1 0.1 -0.20
C -0.7106 2.3212 -0.0186 -0.1 -0.3 -0.1 -0.19
C -2.3131 -1.5554 -1.4761 -0.2 0.5 -1.0 -0.47
C -1.6287 -2.9390 -1.5575 -0.1 0.0 0.4 -0.23
C -2.6630 -4.0577 -1.7390 0.0 0.3 -0.2 -0.21
C -3.7661 -4.0293 -0.6751 0.1 0.1 0.1 -0.21
C -4.3962 -2.6427 -0.5212 0.1 0.3 -0.2 -0.21
C -3.3527 -1.5338 -0.3343 0.3 -0.2 0.1 -0.23
H 0.8943 -1.2841 -2.0894 -0.3 0.3 -0.1 0.11
H -0.7601 0.5053 -3.9784 0.1 -0.1 0.1 0.10
H -0.9130 -1.2555 -3.8414 0.1 0.2 0.1 0.09
H 0.5178 -0.6274 -5.7707 0.2 0.1 0.0 0.10
H 1.3561 -1.6095 -4.5808 0.0 0.0 0.0 0.11
H 2.8825 0.1664 -5.2516 -0.1 0.2 0.0 0.10
H 1.6451 1.4028 -4.9689 0.1 0.0 0.0 0.11
H 3.1227 -0.2505 -2.8706 0.0 0.0 0.0 0.11
H 3.2097 1.4895 -3.1025 -0.1 -0.2 -0.1 0.11
H 1.7785 0.7813 -1.1302 -0.2 0.1 -0.2 0.09
H 0.9084 1.7699 -2.3293 0.0 -0.2 0.0 0.10
H -2.4774 1.1492 0.0518 0.3 -0.1 -0.4 0.11
H -3.9458 2.8242 -0.9628 0.0 0.0 0.1 0.11
H -2.9696 1.1780 -2.4680 0.2 0.2 0.1 0.10
H -1.5152 2.1837 -2.6906 -0.1 -0.1 0.1 0.10
H -3.5578 3.5844 -2.4981 0.0 0.3 0.1 0.10
H -2.9108 4.9899 -0.4776 0.1 0.0 -0.1 0.10
H -1.5460 4.6176 -1.5367 0.0 0.1 0.0 0.11
H -0.7963 4.3404 0.7654 -0.1 -0.1 -0.1 0.11
H -2.1794 3.3388 1.1590 0.0 0.0 0.0 0.11
H -0.2882 1.8357 0.8748 0.0 0.1 -0.3 0.09
H 0.1262 2.5730 -0.6840 -0.2 0.0 0.2 0.10
H -2.8151 -1.3244 -2.4402 -0.2 -0.4 0.2 0.10
H -0.8823 -2.9820 -2.3683 -0.3 0.1 0.2 0.10
H -1.0652 -3.0982 -0.6237 -0.2 0.1 -0.3 0.04
H -3.1122 -3.9320 -2.7332 -0.1 -0.1 0.0 0.11
H -2.1556 -5.0290 -1.7355 -0.1 0.1 0.0 0.10
H -3.3434 -4.3397 0.2896 0.0 0.1 -0.1 0.11
H -4.5428 -4.7561 -0.9351 0.0 0.0 0.1 0.10
H -5.0929 -2.6289 0.3234 0.0 -0.1 -0.1 0.10
H -4.9735 -2.3989 -1.4214 -0.1 -0.1 0.0 0.11
H -3.8560 -0.5559 -0.2639 0.1 -0.3 -0.1 0.10
H -2.8137 -1.6792 0.6169 -0.1 0.1 -0.3 0.05
Sc 0.9592 -1.5481 2.4587 -0.3 2.2 -2.9 0.17
Cl -1.2328 -0.6610 2.5052 -0.6 0.0 0.5 -0.02
Cl 1.2148 -3.0747 0.7058 0.2 -0.9 -0.2 -0.06
C 2.1219 0.0274 1.5737 -0.2 -1.4 0.2 -0.26
H 2.6115 -0.1449 0.5915 0.1 -0.2 0.6 -0.02
C 2.4367 1.2670 2.1573 -0.1 0.5 0.5 -0.41
C 1.5245 1.8612 3.1207 0.6 -0.1 -0.2 -0.11
C 1.8454 3.0415 3.7671 0.2 0.0 0.0 -0.15
C 3.0571 3.7033 3.5058 0.1 0.1 0.1 -0.17
C 3.9484 3.1661 2.5522 -0.3 0.2 0.2 -0.16
C 3.6474 2.0017 1.8758 -0.4 0.0 0.0 -0.10
H 0.5578 1.3661 3.2926 0.4 0.2 -0.1 0.05
H 1.1385 3.4678 4.4855 0.2 -0.1 -0.2 0.09
H 4.8847 3.6926 2.3458 -0.2 -0.1 0.0 0.08
H 4.3280 1.5991 1.1156 -0.2 0.1 0.3 0.09
H 3.2984 4.6318 4.0244 0.0 -0.2 -0.1 0.06
C 2.2087 -3.1633 6.3404 0.8 0.1 0.3 -0.23
S 2.4931 -1.6681 5.3517 -1.6 -1.4 -1.7 0.99
C 4.0035 -1.9899 4.3877 0.7 -0.1 0.6 -0.23
O 1.3541 -2.0585 4.3208 1.4 0.7 2.0 -0.67
H 2.5304 -2.9596 7.3600 0.1 -0.3 0.1 0.05
H 2.7269 -4.0164 5.8965 0.0 0.2 0.1 0.06
H 1.1344 -3.3545 6.3101 0.2 0.4 -0.1 0.06
H 4.5227 -2.8713 4.7936 -0.2 0.2 -0.1 0.05
H 3.7805 -2.1196 3.3134 -0.4 0.2 0.4 0.05
H 4.6500 -1.1088 4.4974 -0.3 -0.2 -0.1 0.06
```
Forces are in eV/Å.

Record 2
Formula: C27H45ClFN7O13P
Source: the Open Molecules 2025 dataset
Level of theory: ωB97M-V/def2-TZVPD

The molar mass comes out at 761.12 g/mol. The calculation puts the HOMO-LUMO gap at 7.01 eV. As for the lowest unoccupied orbital energy: -4.434 eV. As for the total energy: -3318.202881 a.u. As for the total charge: +1. The HOMO energy is -11.448 eV.

Geometry as XYZ:
```
95
Properties=species:S:1:pos:R:3:forces:R:3:lowdin_charge:R:1
C 3.8285 -2.6990 3.0862 -0.3 -0.3 0.3 -0.07
C 2.3047 -2.5964 3.2960 0.3 -0.3 0.0 -0.25
C 1.4622 -2.6866 2.0112 -0.1 0.1 0.1 -0.58
Cl 0.8945 -4.3833 1.8802 0.0 -0.1 -0.1 0.75
C 0.4056 -1.5193 1.9405 -0.3 -0.1 0.6 -0.14
C 1.0677 -0.3550 1.1031 -0.5 -0.1 -0.7 -0.25
C 2.5568 -0.1037 1.3245 0.5 -0.2 0.2 -0.12
C 3.0234 0.6747 2.5863 -0.2 0.3 -0.1 -0.13
C 2.1634 0.7512 3.8607 0.3 0.1 0.3 -0.18
C 2.1948 2.1299 4.5690 -0.1 -0.3 0.3 -0.27
N 0.9261 2.5845 5.1287 0.0 0.0 -0.1 0.00
C 0.3184 1.0549 1.0903 -0.1 -0.1 -0.2 -0.05
C 1.0928 2.3085 0.7452 0.0 -0.1 0.4 -0.21
C 1.7515 2.5400 -0.4490 -0.1 -0.3 -0.1 -0.05
C 2.4176 3.7188 -0.6943 0.2 0.3 -0.1 -0.01
C 2.4436 4.7351 0.2478 0.1 0.1 0.0 -0.26
C 3.1377 6.0338 -0.0353 -0.2 -0.1 -0.1 -0.03
C 1.7723 4.5163 1.4402 0.0 0.3 0.1 -0.02
C 1.1086 3.3338 1.6786 -0.2 0.1 0.2 -0.05
C 0.6813 -0.9628 -0.2813 0.0 0.2 0.3 -0.03
P 1.5394 -0.9284 -1.9314 0.6 -0.4 -1.1 0.46
O 1.5461 -2.2885 -2.4541 -0.2 0.0 0.3 -0.18
O 0.7828 0.1127 -2.8302 -0.2 -0.1 0.7 -0.07
O 2.9823 -0.3182 -1.7505 -0.3 0.1 0.5 -0.07
N -0.4169 -1.6422 -0.2019 -0.2 0.7 -0.2 0.16
C -1.0385 -2.4045 -1.3096 0.1 -0.5 0.3 -0.42
O -0.7337 -3.5381 -1.4439 -0.3 -0.1 0.1 0.21
N -2.0132 -1.7763 -2.0662 0.5 0.5 -0.5 0.24
C -2.0166 -0.4453 -2.4610 -0.2 0.0 -0.4 -0.50
O -2.1853 -0.0347 -3.5542 -0.2 -0.1 0.6 0.21
F -1.8356 0.3749 -1.4005 0.1 0.0 -0.1 0.12
C -0.9613 -1.7387 1.2409 -0.2 -0.7 0.1 -0.33
N -1.9118 -0.6864 1.5620 0.4 0.0 0.1 0.14
C -1.7095 -3.0645 1.4933 0.3 -0.1 -0.2 -0.14
C -3.2099 -3.0259 1.4455 -0.4 -0.9 -0.1 -0.16
O -3.6717 -2.5464 0.1581 0.3 0.8 0.3 -0.07
C -5.0103 -2.3265 0.1373 -0.4 -0.3 -0.1 -0.34
O -5.8252 -3.1667 0.3489 0.0 -0.1 0.2 0.13
H 4.1196 -2.5976 2.0442 0.1 0.2 -0.1 0.07
H 4.3511 -1.9760 3.7062 0.1 0.1 -0.1 0.07
H 4.1763 -3.6803 3.3990 0.1 -0.1 0.0 0.08
H 2.0354 -1.7182 3.8685 0.1 0.2 -0.1 0.07
H 2.0281 -3.4452 3.9152 -0.2 0.1 0.1 0.09
H 2.1182 -2.6154 1.1502 0.0 0.0 -0.1 0.08
H 0.1522 -1.2595 2.9674 0.1 0.2 0.0 0.15
H 3.1194 -1.0304 1.2974 -0.1 -0.2 0.0 0.08
H 2.9305 0.4524 0.4727 -0.1 0.2 -0.1 0.10
H 3.2297 1.6960 2.2704 0.0 0.1 0.0 0.10
H 3.9917 0.2627 2.8622 0.1 0.0 -0.1 0.11
H 1.1190 0.4762 3.7292 -0.1 0.0 -0.3 0.08
H 2.5652 0.0428 4.5845 -0.2 -0.2 0.0 0.10
H 2.5986 2.8898 3.9045 0.0 0.1 0.0 0.09
H 2.8617 2.0531 5.4255 0.3 0.2 -0.1 0.11
H 0.1882 2.5921 4.4354 0.0 0.0 0.0 0.04
H 0.6217 1.9622 5.8659 0.0 0.0 0.1 0.07
H -0.5310 0.9913 0.4180 0.0 0.1 -0.1 0.10
H -0.1199 1.2178 2.0710 0.1 0.0 0.1 0.10
H 1.7687 1.8047 -1.2300 0.0 -0.3 -0.2 0.08
H 2.9310 3.8623 -1.6337 0.0 0.0 -0.1 0.12
H 3.5930 6.4511 0.8580 0.1 0.0 0.1 0.08
H 3.8947 5.9021 -0.8031 0.1 0.1 0.0 0.08
H 2.4107 6.7528 -0.4123 0.0 0.1 0.0 0.09
H 1.7595 5.2879 2.1975 0.0 0.1 0.1 0.13
H 0.5872 3.2381 2.6190 -0.1 -0.1 0.0 0.09
H 0.2916 0.8220 -2.3819 0.2 0.5 -0.4 0.06
H 3.5703 -0.9915 -1.3774 0.3 0.1 -0.2 0.11
H -2.2953 -2.3688 -2.8402 0.0 -0.2 0.0 0.19
H -1.5619 -0.0828 2.2876 0.0 0.2 -0.1 0.09
H -2.2104 -0.1430 0.7701 -0.2 0.0 0.0 0.08
H -1.4503 -3.3813 2.5009 0.0 0.0 0.1 0.12
H -1.3621 -3.8673 0.8564 0.1 0.0 -0.1 0.07
H -3.6752 -2.4746 2.2585 0.1 0.4 -0.1 0.13
H -3.5499 -4.0504 1.5537 0.0 -0.1 0.0 0.10
H -5.2967 -1.2941 -0.0961 0.2 0.1 -0.2 0.15
C -5.1700 -7.4395 1.8229 0.0 -0.1 0.0 0.06
N -3.8607 -7.2154 2.4959 0.0 0.0 0.0 -0.44
O -3.2960 -8.1626 2.9843 0.0 -0.1 0.0 0.09
O -3.4421 -6.0711 2.5091 0.0 0.1 0.0 0.03
H -5.4087 -8.4934 1.8916 0.0 0.0 0.0 0.10
H -5.9052 -6.8270 2.3351 0.0 0.1 0.0 0.10
H -5.0620 -7.1188 0.7915 0.0 0.1 0.0 0.10
C -1.4595 2.9933 -4.9891 0.0 -0.2 0.0 0.06
N -0.5114 3.6365 -4.0426 0.0 0.1 -0.1 -0.42
O -0.0642 2.9723 -3.1173 0.0 -0.3 0.2 0.03
O -0.2243 4.7897 -4.2400 0.0 0.0 0.0 0.10
H -1.6149 1.9696 -4.6697 0.0 0.1 0.0 0.07
H -2.3826 3.5642 -4.9593 0.0 0.1 -0.1 0.11
H -1.0155 3.0523 -5.9842 -0.1 0.1 0.2 0.07
C -1.6315 3.8255 -10.0659 0.1 0.0 0.0 0.06
N -1.6183 3.8729 -8.5785 0.1 0.0 0.0 -0.44
O -0.6268 3.4647 -8.0027 0.1 0.0 -0.2 0.05
O -2.6002 4.3164 -8.0289 -0.1 0.0 0.0 0.08
H -0.6906 3.4076 -10.4006 0.0 0.0 0.0 0.10
H -2.4731 3.2065 -10.3598 -0.1 0.0 0.0 0.10
H -1.7654 4.8436 -10.4176 -0.1 0.0 0.0 0.10
```
Forces are in eV/Å.